Density functional theory data (ωB97M-V with the def2-TZVPD basis set) for a molecular structure, C4H6CrMgO4.

XYZ file:
```
16
Properties=species:S:1:pos:R:3
O 4.731 1.125 1.767
Cr 3.366 0.694 0.661
O 0.824 1.923 -0.124
C 1.352 0.857 0.520
C 0.573 -0.241 0.718
O -0.784 -0.171 0.343
C -1.306 -1.161 -0.553
C -2.577 -0.566 -1.161
O -2.351 0.713 -1.661
Mg -0.998 1.623 -0.680
H 4.655 1.629 2.597
H 0.857 -1.151 1.247
H -1.500 -2.097 -0.009
H -0.555 -1.350 -1.340
H -3.363 -0.562 -0.376
H -2.922 -1.266 -1.948
```

- multiplicity = 5
- calculated total energy (eV) = -46300.0727
- gap between HOMO and LUMO (spin up / spin down) (eV) = 7.553 / 7.575